C4H8O2 | ωB97M-V/def2-TZVPD

Last column: Mulliken charge in e.
Element x y z (Å)
C1 -1.83 -0.13 0.37  -1.23
C2 -0.58 -0.82 -0.13  0.44
O1 -0.04 -0.06 -1.27  -0.11
C3 1.24 0.16 -1.18  -0.48
C4 1.63 -0.48 0.12  0.00
O2 0.43 -0.81 0.82  -0.37
H1 -2.22 -0.65 1.25  0.33
H2 -2.59 -0.13 -0.42  0.35
H3 -1.59 0.90 0.64  0.29
H4 -0.78 -1.83 -0.52  0.26
H5 1.04 2.37 -0.46  -0.09
H6 0.82 2.71 0.16  0.11
H7 2.25 0.16 0.75  0.23
H8 2.22 -1.38 -0.14  0.27

The value obtained for the HOMO energy is -9.01 eV. The value obtained for the lowest unoccupied orbital energy is 0.90 eV. The calculation puts the total energy at -307.558857 a.u. The calculation puts the relative energy (zero: lowest compared OMol25 entry of this formula, charge and spin) at 403.2 kJ/mol.